{"formula": "C2H3N", "method": "the ωB97M-V functional and the def2-TZVPD basis", "total_energy_ev": -3609.080, "spin_multiplicity": 1, "smiles": "C1=NC1", "mol_weight_da": 41.05, "relative_energy_ev": 3.2776, "e_homo_ev": -8.951, "lumo_ha": 0.0393, "gap_ha": 0.368, "symbols": ["C", "N", "C", "H", "H", "H"], "xyz": [[0.052, -0.568, -0.978], [-0.408, 0.510, -1.333], [-0.333, 0.545, 0.158], [0.100, -1.577, -0.886], [-1.226, 0.134, 0.731], [0.542, 0.860, 0.634]], "forces_ev_per_angstrom": [[-1.248, 3.166, 3.828], [-0.514, 1.423, -1.999], [-0.971, -4.254, -0.809], [0.736, -2.632, -0.908], [1.153, 1.327, -0.760], [0.845, 0.971, 0.649]], "nbo_charge": [0.079, -0.310, -0.374, 0.228, 0.189, 0.189]}